<P>
Entry from OMol25: the ion C4H12N2O with charge +1 (wB97M-V/def2-TZVPD).

CARTESIAN COORDINATES (ANGSTROEM)
N 0.613 -0.996 1.013
C 0.511 -0.232 -0.240
C -0.662 0.717 -0.137
C -0.583 1.785 0.963
O -1.807 1.894 1.665
C 0.368 -1.168 -1.434
N 1.535 -1.745 -1.893
H -0.123 -1.703 1.025
H 1.483 -1.536 0.994
H -1.833 1.153 2.281
H 1.430 0.345 -0.291
H -1.621 0.229 0.005
H -0.846 1.182 -1.114
H 0.201 1.544 1.683
H -0.431 2.755 0.511
H -0.226 -0.729 -2.268
H -0.278 -2.040 -1.176
H 1.392 -2.372 -2.687
H 2.366 -1.162 -1.965

As for the total charge: +1. As for the expectation value of S²: 0.76. As for the multiplicity: 2.

=====

<Q>
Entry from OMol25: a cluster of 2 separate species, C4H12N2O in total (wB97M-V/def2-TZVPD).

CARTESIAN COORDINATES (ANGSTROEM)
C -0.148 -3.164 0.276
C 0.232 -1.853 -0.397
C 0.649 -0.780 0.615
N 0.597 0.566 0.062
C -0.659 1.179 -0.283
N -1.294 1.762 0.636
H 0.024 -3.965 -0.459
H 0.436 -3.443 1.150
H -1.205 -3.242 0.345
H -0.658 -1.455 -0.890
H 1.021 -1.899 -1.135
H -0.021 -0.673 1.488
H 1.604 -0.988 1.091
H 1.163 1.178 0.659
H -0.933 1.314 -1.337
H -2.281 1.823 0.359
H 1.255 4.421 -0.839
H -0.132 4.571 -0.256
O 0.351 4.647 -1.086

As for the total charge: +1. As for the expectation value of S²: 0.76. As for the multiplicity: 2.

=====

Most stable structure: <P>

=====

<P>
Entry from OMol25: a cluster of 2 separate species, C10H15NO in total (wB97M-V/def2-TZVPD).

CARTESIAN COORDINATES (ANGSTROEM)
C 2.360 -0.292 -1.014
C 1.145 -0.889 -1.438
C -0.060 -0.268 -1.881
C -1.297 -0.896 -1.783
C -1.458 -2.187 -1.247
C -0.253 -2.869 -0.825
C 0.935 -2.286 -1.110
H 2.500 -0.396 0.117
H 2.311 0.797 -0.930
H 3.226 -0.587 -1.571
H 0.052 0.667 -2.381
H -2.200 -0.285 -2.116
H -2.469 -2.652 -1.123
H -0.351 -3.874 -0.604
H 1.811 -3.039 -0.857
C 1.027 1.624 1.663
C -0.321 2.273 1.869
C -1.733 1.541 1.855
N -1.893 0.531 0.946
O -2.616 2.012 2.485
H 1.370 1.706 0.585
H 1.104 0.598 2.131
H 1.730 2.271 2.304
H -0.303 2.788 2.862
H -0.563 3.151 1.247
H -2.810 0.203 0.727
H -1.247 0.359 0.088

=====

<Q>
Entry from OMol25: a cluster of 2 separate species, C10H15NO in total (wB97M-V/def2-TZVPD).

CARTESIAN COORDINATES (ANGSTROEM)
C 0.932 -2.627 0.876
C 0.034 -1.628 1.517
C 0.587 -0.743 2.526
C -0.153 0.340 2.978
C -1.382 0.713 2.213
C -1.965 -0.285 1.409
C -1.293 -1.450 1.113
H 1.948 -2.308 0.965
H 0.644 -2.839 -0.111
H 0.815 -3.603 1.375
H 1.571 -0.750 2.934
H 0.248 0.961 3.661
H -1.976 1.511 2.319
H -3.021 -0.139 1.024
H -1.862 -2.205 0.607
C -0.676 2.044 -3.126
C -0.123 1.362 -1.922
C 1.224 0.683 -2.142
N 2.033 0.433 -0.997
O 1.414 0.201 -3.211
H -0.450 1.646 -4.131
H -0.441 3.227 -3.054
H -1.804 1.862 -3.227
H 0.002 2.269 -1.190
H -0.770 0.865 -1.175
H 2.705 -0.262 -1.096
H 1.758 0.726 -0.138

=====

Most stable structure: <P>

=====

<P>
Entry from OMol25: an isolated molecule of C3H4N2 (wB97M-V/def2-TZVPD).

CARTESIAN COORDINATES (ANGSTROEM)
C 0.479 0.823 0.671
N 0.370 1.029 -0.617
N -0.242 -0.157 -1.236
C -0.510 -1.001 -0.272
C -0.079 -0.487 1.079
H 1.001 1.521 1.363
H -0.939 -2.009 -0.521
H 0.662 -1.237 1.524
H -0.956 -0.384 1.736

=====

<Q>
Entry from OMol25: a cluster of 2 separate species, C3H4N2 in total (wB97M-V/def2-TZVPD).

CARTESIAN COORDINATES (ANGSTROEM)
C -0.505 -0.023 -1.372
C -0.831 0.298 -0.251
C -0.876 0.353 1.206
H -0.375 -0.160 -2.393
H -0.794 -0.549 1.744
H -1.755 0.811 1.702
H 0.006 0.861 1.393
N 2.372 -0.717 -1.523
N 2.757 -0.874 -0.504

=====

Most stable structure: <Q>

=====

<P>
Entry from OMol25: an isolated molecule of C3H4N2 (wB97M-V/def2-TZVPD).

CARTESIAN COORDINATES (ANGSTROEM)
N -0.882 2.172 0.878
C -0.254 1.192 0.630
C -0.096 -0.236 0.617
C 0.388 -0.566 -0.547
N 0.480 -1.774 -1.123
H -0.468 -0.866 1.505
H 0.792 0.039 -1.465
H 1.068 -1.669 -2.012
H 1.192 -2.634 -0.512

=====

<Q>
Entry from OMol25: an isolated molecule of C3H4N2 (wB97M-V/def2-TZVPD).

CARTESIAN COORDINATES (ANGSTROEM)
C 2.041 -0.492 0.361
N 0.787 -0.569 0.464
C -0.168 0.164 -0.231
C -1.481 0.155 -0.037
N -2.670 0.170 -0.127
H 2.528 0.387 -0.179
H 2.437 -1.356 0.867
H -0.071 0.745 -1.220
H -3.403 0.796 0.101

=====

Most stable structure: <Q>